[1]
{
  "formula": "C22H33GeLiN3O9SSe",
  "method": "ωB97M-V/def2-TZVPD",
  "species": ["Li", "O", "C", "O", "C", "C", "C", "C", "C", "C", "O", "N", "O", "O", "N", "O", "O", "H", "H", "O", "C", "C", "C", "C", "C", "C", "C", "C", "N", "H", "H", "H", "H", "H", "H", "H", "H", "H", "H", "H", "C", "Ge", "C", "C", "C", "Se", "C", "H", "H", "H", "H", "H", "H", "H", "H", "H", "H", "H", "H", "H", "H", "C", "S", "C", "O", "H", "H", "H", "H", "H", "H"],
  "positions_angstrom": [[0.103031, 0.633994, 0.107369], [3.527063, -0.786213, 0.195023], [2.628041, -0.120950, 0.715942], [1.932535, 0.785376, 0.129157], [2.294558, -0.330440, 2.174615], [3.297992, -0.559068, 3.065372], [3.024118, -0.713457, 4.436925], [1.722591, -0.632917, 4.891114], [0.689150, -0.390869, 4.007515], [0.907090, -0.244510, 2.581150], [-0.028764, -0.091288, 1.757979], [-0.632074, -0.273912, 4.575381], [-1.498514, 0.327738, 3.965797], [-0.827384, -0.774920, 5.683431], [4.092000, -0.913292, 5.368722], [5.237073, -0.978244, 4.938377], [3.823567, -1.022708, 6.560439], [4.318834, -0.616989, 2.714289], [1.514173, -0.739997, 5.944041], [-2.498831, 0.558796, -0.355543], [-2.939217, -0.579641, 0.392310], [-3.508787, -1.716432, -0.459274], [-2.444740, -2.557166, -1.168023], [-1.552234, -3.301781, -0.204256], [-2.082959, -4.111752, 0.797287], [-1.222586, -4.797379, 1.637361], [0.144191, -4.656241, 1.461268], [0.588524, -3.832272, 0.439583], [-0.237475, -3.176133, -0.374304], [-1.786484, 0.329232, -0.980083], [-3.739901, -0.183757, 1.018278], [-2.155365, -0.956949, 1.055629], [-4.186391, -1.285147, -1.200965], [-4.099434, -2.367015, 0.191802], [-1.818349, -1.929575, -1.802806], [-2.942176, -3.292146, -1.809363], [-3.155289, -4.195712, 0.919769], [-1.617066, -5.431063, 2.422292], [0.851828, -5.161891, 2.103782], [1.647982, -3.672232, 0.273774], [-2.233663, 4.727689, 0.655961], [-0.891300, 5.554734, -0.519439], [-1.296940, 7.476978, -0.818149], [-0.891879, 4.572129, -2.224882], [0.924571, 5.413622, 0.243190], [1.427701, 3.522967, 0.531645], [0.641423, 3.257411, 2.299634], [-3.236858, 4.902331, 0.265476], [-2.185605, 5.118222, 1.672559], [-2.061064, 3.650736, 0.684585], [-2.293590, 7.604151, -1.243357], [-0.571810, 7.914524, -1.505584], [-1.253022, 8.027600, 0.122412], [-1.888676, 4.541029, -2.665627], [-0.570110, 3.548696, -2.023013], [-0.204558, 5.017559, -2.945679], [1.060176, 5.972047, 1.169333], [1.646025, 5.789697, -0.484156], [0.302126, 4.217931, 2.679976], [1.410589, 2.852491, 2.953138], [-0.186503, 2.555208, 2.245859], [2.254738, 1.201993, -2.800407], [1.317696, -0.169011, -2.079367], [0.947269, -0.931058, -3.706779], [-0.027898, 0.427766, -1.734052], [3.180507, 0.791487, -3.203163], [2.470007, 1.892016, -1.990262], [1.658287, 1.684181, -3.573898], [1.881711, -1.215619, -4.190754], [0.380053, -0.230478, -4.318578], [0.349612, -1.815367, -3.497453]],
  "forces_ev_per_a": [[-0.08, 0.36, 0.44], [-0.11, 0.16, 0.12], [0.26, 0.00, -0.12], [0.44, -0.23, 0.14], [-0.22, 0.04, -0.13], [0.17, -0.09, 0.19], [-0.41, 0.18, -0.44], [0.07, -0.01, 0.20], [0.43, 0.03, -0.40], [-0.17, -0.01, 0.38], [-0.15, -0.21, 0.22], [-0.45, -0.02, 0.34], [0.17, -0.03, 0.00], [0.07, 0.02, -0.19], [0.31, -0.18, 0.30], [-0.12, 0.04, 0.00], [-0.02, 0.04, -0.11], [-0.02, -0.03, -0.04], [-0.04, -0.01, 0.01], [0.30, -0.27, -0.16], [-0.21, 0.07, -0.07], [0.14, 0.29, -0.07], [-0.09, -0.03, 0.19], [0.10, -0.08, -0.08], [0.03, -0.03, 0.07], [-0.10, 0.02, -0.03], [0.08, 0.02, -0.01], [-0.12, 0.06, 0.09], [0.14, 0.17, -0.20], [-0.32, -0.17, 0.09], [0.05, -0.05, 0.09], [0.08, 0.13, -0.02], [-0.06, -0.04, 0.02], [-0.07, 0.08, -0.01], [0.06, -0.02, -0.01], [0.03, 0.05, -0.07], [0.02, -0.03, 0.00], [0.02, 0.02, 0.01], [0.01, 0.01, 0.00], [0.02, 0.02, -0.01], [0.21, 0.09, -0.10], [0.02, 0.09, -0.02], [-0.01, -0.30, 0.03], [0.05, 0.09, 0.19], [-0.29, -0.28, 0.01], [0.02, 0.42, -0.19], [0.02, -0.11, -0.02], [0.01, 0.00, -0.02], [0.01, 0.01, 0.00], [-0.03, 0.00, 0.03], [0.00, 0.00, 0.00], [0.01, -0.01, 0.00], [0.00, -0.01, 0.01], [-0.01, 0.02, 0.02], [-0.02, -0.01, -0.03], [0.00, 0.03, 0.01], [-0.01, 0.02, -0.01], [0.01, 0.03, 0.02], [-0.01, 0.01, 0.00], [-0.01, 0.02, 0.01], [-0.04, 0.03, 0.05], [-0.05, -0.18, 0.32], [0.35, -0.23, -1.61], [0.06, 0.06, 0.49], [-0.52, 0.07, 0.01], [0.01, 0.03, 0.01], [0.03, -0.05, 0.07], [-0.06, -0.09, -0.01], [-0.02, -0.02, 0.01], [0.04, 0.04, 0.04], [0.00, -0.06, -0.02]],
  "lowdin_charge": [0.53, 0.01, -0.63, -0.33, -0.05, 0.06, -0.16, 0.07, -0.07, -0.31, -0.10, -0.35, 0.07, 0.03, -0.37, 0.04, 0.03, 0.13, 0.12, -0.09, -0.24, -0.18, -0.14, -0.29, -0.03, -0.07, -0.07, -0.12, 0.12, 0.02, 0.12, 0.10, 0.11, 0.10, 0.10, 0.12, 0.11, 0.10, 0.10, 0.11, -0.21, 0.75, -0.23, -0.22, -0.62, 0.93, -0.37, 0.02, 0.02, 0.01, 0.01, 0.01, 0.01, 0.02, 0.00, 0.01, 0.01, 0.00, 0.02, 0.02, 0.01, -0.22, 0.91, -0.24, -0.61, 0.06, 0.03, 0.06, 0.05, 0.05, 0.04],
  "gap_ev": 7.583,
  "de_lowest_kj_mol": 33.72,
  "charge": -1
}

---

[2]
{
  "formula": "C23H18N5RuS3Se",
  "method": "ωB97M-V/def2-TZVPD",
  "species": ["Ru", "C", "C", "C", "C", "C", "H", "H", "H", "H", "H", "N", "C", "C", "C", "C", "C", "C", "C", "C", "N", "C", "H", "H", "H", "H", "H", "H", "H", "H", "Se", "C", "N", "S", "C", "S", "C", "N", "N", "C", "C", "C", "C", "C", "C", "S", "H", "H", "H", "H", "H"],
  "positions_angstrom": [[0.356824, 0.855330, -0.393820], [-0.288296, 2.725904, -1.425738], [-1.255195, 2.449167, -0.436865], [-1.825150, 1.177351, -0.728072], [-1.210679, 0.677968, -1.908514], [-0.230265, 1.624639, -2.333485], [0.356383, 3.588668, -1.456183], [-1.514861, 3.090948, 0.390089], [-2.567585, 0.668617, -0.135685], [-1.419548, -0.274155, -2.369379], [0.426049, 1.540926, -3.183416], [0.697195, 0.564273, 1.775316], [0.866750, -0.795744, 2.205819], [2.092011, -1.281476, 2.544617], [2.258106, -2.655890, 2.828951], [1.197435, -3.508420, 2.765478], [-0.090231, -3.017833, 2.432192], [-1.228436, -3.846790, 2.319567], [-2.423254, -3.296972, 1.963017], [-2.488046, -1.907059, 1.734586], [-1.464408, -1.098427, 1.834112], [-0.266688, -1.647495, 2.166460], [1.540405, 1.082883, 2.003941], [-0.096833, 0.978927, 2.253820], [2.953117, -0.623177, 2.549061], [3.243651, -3.025883, 3.076673], [1.320601, -4.565718, 2.963330], [-1.131100, -4.909660, 2.504178], [-3.312620, -3.899936, 1.847845], [-3.437317, -1.460161, 1.454667], [1.405703, -1.320916, -0.921739], [-0.138711, -2.294347, -1.187872], [-1.112089, -2.894299, -1.354851], [6.318003, -0.686532, -3.874203], [5.062284, 0.084265, -3.138982], [5.027970, 0.548922, -1.454850], [3.412170, 1.161106, -1.642893], [2.955277, 1.065002, -2.839739], [3.868643, 0.459783, -3.665771], [3.401970, 0.118587, -4.973841], [4.104671, 0.520757, -6.096242], [3.612671, 0.188548, -7.349276], [2.430990, -0.529381, -7.470103], [1.735592, -0.923267, -6.335041], [2.222702, -0.603205, -5.077368], [2.508520, 1.859438, -0.319118], [5.026370, 1.073432, -5.983685], [4.155009, 0.493697, -8.234331], [2.052717, -0.785116, -8.451255], [0.817980, -1.489373, -6.426612], [1.707098, -0.909079, -4.174660]],
  "forces_ev_per_a": [[-0.05, -0.02, -0.18], [0.00, 0.08, 0.03], [0.00, 0.06, -0.01], [-0.01, -0.09, 0.08], [0.08, -0.07, 0.11], [-0.07, 0.02, -0.01], [-0.02, 0.01, 0.00], [0.01, -0.01, 0.01], [-0.02, -0.01, -0.02], [-0.01, 0.00, -0.01], [0.01, -0.01, 0.00], [0.03, 0.08, 0.08], [-0.01, -0.01, 0.05], [0.04, -0.03, 0.02], [0.00, 0.04, 0.00], [-0.04, 0.01, 0.01], [0.02, -0.05, 0.00], [-0.02, 0.00, 0.00], [0.04, 0.00, 0.03], [-0.04, 0.02, -0.01], [-0.02, -0.02, -0.02], [0.02, 0.06, -0.01], [-0.05, 0.07, 0.01], [-0.05, -0.03, -0.03], [-0.01, 0.00, -0.01], [0.00, 0.00, 0.01], [0.00, 0.00, -0.01], [-0.01, 0.00, -0.01], [0.00, 0.00, -0.01], [0.01, 0.01, 0.01], [0.01, -0.06, -0.14], [0.01, 0.04, -0.08], [-0.01, 0.00, 0.04], [0.00, 0.01, 0.02], [0.02, 0.01, -0.01], [0.02, -0.04, 0.04], [-0.07, 0.16, -0.04], [0.00, -0.10, 0.01], [0.00, 0.00, 0.00], [-0.01, 0.02, 0.01], [0.01, -0.01, 0.00], [-0.01, -0.01, 0.00], [0.00, 0.00, -0.01], [0.01, 0.01, 0.01], [-0.01, 0.00, 0.00], [0.16, -0.15, 0.05], [0.00, 0.00, 0.00], [0.00, 0.00, 0.00], [0.00, 0.00, 0.00], [0.00, 0.00, 0.00], [0.00, 0.00, -0.01]],
  "lowdin_charge": [0.79, -0.20, -0.16, -0.16, -0.19, -0.21, 0.10, 0.11, 0.10, 0.10, 0.10, -0.03, -0.31, -0.05, -0.06, -0.03, -0.15, 0.00, -0.05, -0.14, 0.11, -0.22, 0.05, 0.11, 0.12, 0.11, 0.12, 0.12, 0.11, 0.11, 0.69, -0.77, 0.05, 0.59, -1.11, 0.98, -1.12, 0.01, -0.15, -0.23, -0.04, -0.07, -0.09, -0.07, -0.01, 0.56, 0.11, 0.10, 0.10, 0.10, 0.09],
  "s_squared": 0.76,
  "multiplicity": 2,
  "gap_ev": [7.485, 6.251],
  "de_lowest_kj_mol": 9.31
}